C23H19ClF4N5O7Rb as an isolated structure. Source: the Open Molecules 2025 dataset; level of theory: ωB97M-V with the def2-TZVPD basis set.

ORCA input file:
```
! wB97M-V def2-TZVPD RIJCOSX def2/J DEFGRID3
* xyz -2 1
Rb 0.17887 0.50839 0.43993
Cl -4.80544 -3.24199 2.44726
F -6.68336 0.36929 -2.00803
F -4.27178 3.04563 1.05749
F -2.21177 1.38188 0.91500
F -4.67699 -1.31193 -2.20375
O 7.13462 3.92376 0.85589
O 7.17239 4.91948 -1.06140
O 2.63131 0.12360 0.45236
O 3.81726 3.89127 -4.32737
O 2.80812 1.51691 2.08405
O 1.65759 2.04281 -1.37943
O 1.81069 3.73992 -3.54001
N 0.30781 -2.18163 -1.12752
N 3.01673 3.67638 -3.42200
N 6.64496 4.18046 -0.23831
N -2.22896 -0.86716 -0.58818
N 2.95983 1.19712 0.92339
C -3.04250 -1.30843 3.29737
C -3.19586 -2.59425 2.78877
C 1.40770 -2.96023 -0.60173
C -4.37952 1.95576 0.25027
C -0.57831 -1.53719 3.33256
C -2.06266 -3.35938 2.54373
C 0.69629 -1.03574 3.54659
C -5.57202 0.62963 -1.26125
C -0.80615 -2.85760 2.79792
C 0.55015 -1.79289 -2.49874
C 3.56371 2.17249 -0.00122
C 4.79197 3.83432 -1.80278
C -3.29927 -0.10225 -0.61999
C -5.55656 1.76221 -0.46539
C -1.79293 -0.79905 3.57007
C 5.37608 3.57768 -0.57166
C -2.19859 -2.10106 -1.33215
C 3.56606 3.30981 -2.11244
C -4.52210 -0.25248 -1.35334
C -3.32311 1.09343 0.17802
C 4.75284 2.72444 0.34166
C 2.79804 2.47071 -1.20507
C -0.95495 -2.89210 -0.95126
H -2.22275 -1.95222 -2.42326
H -3.04992 -2.75857 -1.10647
H -3.92394 -0.69957 3.46641
H -1.71083 0.21423 3.95024
H -2.17672 -4.35937 2.13741
H 0.87392 -0.05130 3.96046
H 1.50155 -1.26167 -2.56677
H -0.94260 -3.83346 -1.53967
H 5.29766 4.46486 -2.51899
H 2.33507 -2.38786 -0.66268
H -1.02830 -3.15424 0.10618
H -0.23419 -1.12160 -2.84556
H 5.21658 2.50199 1.29295
H 0.06016 -3.47902 2.58953
H 1.21976 -3.19483 0.44667
H 0.58987 -2.66555 -3.17871
H 1.55982 -1.64189 3.29903
H -6.39388 2.43783 -0.40298
H 1.54854 -3.90977 -1.15310
*
```

For the gap between HOMO and LUMO, the calculation gives 3.629 eV. The highest occupied orbital energy is -0.20 eV.

=====

C23H19F5N5O4RuSSe as an isolated structure. Source: the Open Molecules 2025 dataset; level of theory: ωB97M-V with the def2-TZVPD basis set.

ORCA input file:
```
! wB97M-V def2-TZVPD RIJCOSX def2/J DEFGRID3
* xyz 2 6
Ru -1.09937 -0.22436 -0.04311
Se -1.66906 -2.62031 0.50439
S 0.61004 1.43462 0.40903
F 3.03515 -3.14979 -1.73456
F 0.10265 -6.79020 -2.03028
F -1.73537 -5.43963 -0.61177
F 2.46846 -5.63748 -2.62379
F 1.26215 -1.81757 -0.26473
O -3.76149 2.87483 -1.79573
O -1.21958 -0.45594 2.58767
O -2.73478 -0.56891 4.23860
O -2.63935 1.02106 -1.51821
N -2.94147 0.98312 1.09389
N -0.52885 -0.59021 -2.18566
N -0.60549 0.11069 -4.26116
N 3.15750 0.92567 0.93808
N 2.06685 2.28769 2.47131
C -0.41144 0.95219 -5.44945
C 2.03736 1.55330 1.38074
C 3.23978 2.44843 3.11036
C 4.41392 1.84532 2.65271
C -3.72180 1.80884 0.40355
C -4.27154 1.40498 3.03102
C -4.78951 2.47569 0.96626
C -1.19397 -1.54038 -2.95090
C -2.27151 -0.13999 3.07969
C 4.36065 1.05646 1.54153
C -3.34127 1.88108 -1.04507
C -0.20634 0.39037 -3.01866
C -0.31542 -3.57200 -0.43123
C 3.23205 3.31940 4.32292
C 1.86409 -3.71299 -1.45334
C -1.23713 -1.11777 -4.23712
C 5.52318 0.34529 0.93191
C 1.57975 -4.98323 -1.90464
C 0.36640 -5.56628 -1.60544
C -5.07409 2.26455 2.30542
C -3.20999 0.79553 2.38294
C -0.56563 -4.86263 -0.87235
C 0.92658 -3.03305 -0.71684
H -5.41476 3.14253 0.38419
H 2.64645 4.21607 4.12236
H 3.07405 0.35846 0.10581
H -1.57307 -2.45711 -2.52934
H -5.91527 2.76126 2.77258
H 6.41752 0.48984 1.52995
H 0.20123 0.43321 -6.17936
H 5.35477 1.99847 3.16285
H -2.10294 -1.18263 4.64246
H -1.65628 -1.57037 -5.12327
H -4.31460 3.51010 -1.32615
H 2.73319 2.79259 5.14209
H 5.32208 -0.72560 0.85300
H -1.37330 1.18949 -5.89308
H -4.45301 1.20599 4.07809
H 0.31854 1.29341 -2.74721
H 0.08279 1.87396 -5.15848
H 4.23700 3.58869 4.64008
H 5.71351 0.72522 -0.07458
*
```

For the gap between HOMO and LUMO (alpha / beta), the calculation gives 7.289 / 5.840 eV. The highest occupied orbital energy (alpha / beta) is -13.30 / -13.26 eV.

=====

C23H19FKN7O4S as an isolated structure. Source: the Open Molecules 2025 dataset; level of theory: ωB97M-V with the def2-TZVPD basis set.

ORCA input file:
```
! wB97M-V def2-TZVPD RIJCOSX def2/J DEFGRID3
* xyz -2 1
K -0.56169 0.07924 -1.85284
S 0.70611 0.93625 1.83712
F -1.56538 1.03390 -3.59962
O -0.34821 -6.21576 -1.19924
O 1.97345 0.60993 2.45501
O -0.45731 0.17334 2.23724
O 0.79238 -2.19466 -2.25009
N 2.40581 2.60424 0.14020
N 0.73573 0.91138 0.24905
N -0.60497 6.46749 3.72433
N 1.77576 1.31653 -1.78226
N -1.56175 -2.35442 -0.93300
N -2.78805 0.01799 -0.20883
N -0.85447 -3.47938 -1.19644
C -2.89948 -1.06953 0.56575
C -3.45327 1.12254 0.11991
C 0.62527 -5.89438 -2.09985
C -3.71395 -1.06553 1.69771
C 2.64313 -5.39973 -3.96332
C 3.49043 2.97552 -1.95793
C 0.88343 -4.56250 -2.47357
C 3.29213 3.23886 -0.61220
C 1.35088 3.46158 2.78774
C -1.29906 4.28148 2.90549
C 0.34085 2.59463 2.38775
C -4.40948 0.08313 2.02966
C 1.66378 1.62538 -0.45948
C 1.03546 4.73201 3.24782
C -4.28670 1.21032 1.22911
C 2.37983 -6.70353 -3.57480
C -0.98438 3.00474 2.45870
C -0.29176 5.15528 3.30356
C 0.21740 -3.27269 -1.96400
C 1.37702 -6.93969 -2.64998
C 1.90099 -4.36454 -3.40371
C -2.10176 -2.26608 0.21544
C 2.66784 1.98911 -2.48887
H 3.87560 4.00875 -0.10956
H 2.09811 -3.33041 -3.65692
H 1.82513 5.41287 3.56126
H 2.37788 3.11839 2.73203
H 3.42499 -5.18801 -4.68298
H 2.94703 -7.53438 -3.98137
H -0.27983 -7.16150 -1.04438
H -3.31914 1.97245 -0.54965
H 2.73461 1.71897 -3.54289
H -3.78730 -1.96022 2.30626
H -1.54330 6.56731 4.07274
H 4.22239 3.50384 -2.55263
H -1.76171 2.30748 2.17237
H 0.06507 6.85727 4.36389
H -4.79772 2.13504 1.46638
H -5.04407 0.10136 2.90838
H -1.93787 -3.01427 0.99180
H 1.16238 -7.95763 -2.33420
H -2.33825 4.60023 2.95792
*
```

For the gap between HOMO and LUMO, the calculation gives 6.116 eV. The highest occupied orbital energy is -1.76 eV.

=====

C23H19IN4O3Se3TeV as an isolated structure. Source: the Open Molecules 2025 dataset; level of theory: ωB97M-V with the def2-TZVPD basis set.

ORCA input file:
```
! wB97M-V def2-TZVPD RIJCOSX def2/J DEFGRID3
* xyz -2 4
I -2.96235 -2.20720 1.58533
Te 0.49710 -6.16530 -1.81082
Se -2.16239 -3.08988 -2.11420
Se -0.59714 -4.13555 -0.78903
Se -4.23743 -3.95006 -1.68256
V -1.04591 -1.66796 -0.46565
O -0.59848 4.57429 0.26341
O 0.21670 -2.00919 1.02141
O -2.09124 -0.36509 -1.32761
N 0.51091 -1.19979 -1.62596
N 2.49692 -0.53421 -2.21115
N -1.19223 0.26233 1.01241
N -1.47958 2.35931 -3.62171
C 3.95541 -0.44993 1.81399
C 0.54911 -1.08866 -3.00193
C 3.42960 -0.36057 0.54290
C 3.20597 -1.10234 2.80269
C -1.64618 0.80449 -1.78112
C 1.77874 -0.68111 -3.38188
C -0.66432 1.35433 0.43009
C -1.06709 -0.55148 5.13913
C -0.76501 3.16361 -2.82793
C -1.83880 -1.02759 2.91140
C -2.72476 0.31324 -3.99209
C -1.09288 0.03902 2.35281
C 1.39789 -1.52396 1.22160
C 0.25964 3.91529 -0.68496
C 1.96526 -1.61601 2.51786
C 2.17795 -0.89437 0.21693
C -1.91259 1.20264 -3.09366
C 1.70570 -0.85973 -1.16686
C -0.30993 0.49159 4.62315
C -0.44924 2.89070 -1.51361
C -0.31754 0.78311 3.26664
C -0.90181 1.67540 -0.93546
C -1.83499 -1.31863 4.25867
H -1.13114 3.88139 0.67318
H 0.30873 1.58441 2.89700
H -1.06255 -0.77454 6.19913
H -0.06044 2.04609 1.01398
H 4.92118 -0.01719 2.04131
H -2.42603 -2.14781 4.62803
H 0.64778 4.70497 -1.32905
H -3.20426 -0.48705 -3.43337
H 1.10924 3.47036 -0.15407
H -3.49006 0.90618 -4.49633
H -2.09512 -0.13211 -4.76844
H -0.42485 4.09769 -3.27270
H 2.19594 -0.47596 -4.35064
H 4.00763 0.15373 -0.21991
H -0.30539 -1.32134 -3.61212
H 1.36474 -2.10065 3.27829
H 3.46989 -0.30207 -2.13844
H 3.60505 -1.19913 3.80683
H 0.31463 1.08228 5.28508
*
```

For the gap between HOMO and LUMO (alpha / beta), the calculation gives 4.671 / 5.469 eV. The highest occupied orbital energy (alpha / beta) is -0.54 / -1.35 eV.

=====

Table of strongest force on any atom (Eh/bohr), in record order: 0.0313 0.0116 0.0268 0.0458
Table of ΔE to the lowest compared entry with this formula, charge and spin (eV), in record order: 0.632 0.626 0.290 0.893